Entry 1:
ORCA calculation (ωB97M-V/def2-TZVPD) on a 9-piece molecular cluster, C24H64N14O9 overall in a non-equilibrium geometry.

Multiplicity: 1
HOMO-LUMO gap (eV): 7.73
LUMO energy (eV): -0.29
Relative energy (zero: lowest compared OMol25 entry of this formula, charge and spin) (kJ/mol): 634.40

The geometry in XYZ format:
```
111
Properties=species:S:1:pos:R:3:forces:R:3
H 1.2844 -6.0147 -3.0000 0.1 0.8 0.9
O -1.8648 2.6482 1.0595 0.5 -1.0 3.8
C 5.0438 0.3030 3.9369 1.2 0.1 -1.0
H -8.6739 4.5528 -4.9224 0.2 -0.2 -0.9
N -1.8394 7.1925 -3.9381 -0.5 1.0 1.2
H -7.5871 2.4058 2.3483 -0.3 0.5 -0.2
O -0.3581 7.0488 -5.5675 2.7 0.9 -1.5
H -3.9405 -4.9490 -0.0713 0.3 0.2 0.4
O 2.4173 6.7194 0.6659 1.1 -0.2 2.1
H -1.5433 4.4218 -1.4545 0.2 -0.2 0.2
C -7.4982 0.9411 1.0985 0.8 -1.9 0.9
C 6.1589 -3.7561 2.0484 0.6 0.9 -1.0
H 1.4328 -5.9111 0.0464 0.5 -0.1 -0.7
N 3.3552 4.5029 -5.1384 -2.2 0.8 -2.7
N -7.4082 5.3145 -3.0903 -3.6 3.2 5.6
C 4.7191 -3.3791 3.9531 -0.9 2.4 -0.7
C 6.9911 -2.3154 3.8286 1.1 1.0 -0.7
H -2.5473 -3.1891 0.9989 -0.2 0.3 -0.3
H 5.7968 -1.5075 0.6002 -0.1 0.2 -0.3
H 3.1809 -2.9885 5.3956 -0.3 -0.2 -0.1
N -7.6860 4.3949 -5.0615 -0.5 -0.9 -0.3
H 6.9281 -1.5375 4.5895 -0.5 -0.3 0.1
H -6.7952 5.4292 -2.2958 -0.4 0.1 0.2
H 6.6312 -4.6201 2.5159 -0.1 0.2 0.1
H -8.4467 2.7361 0.8507 0.3 -0.1 0.3
C -3.1283 -5.3109 -0.7019 1.6 0.1 -0.1
N -1.9098 5.5041 -5.3204 -2.7 -4.5 -1.2
O 5.0290 3.0886 -4.8707 -1.1 0.7 1.9
C -1.5085 -7.1749 -1.2478 -1.6 0.6 -0.8
O -5.7385 4.2811 -3.8775 1.4 -1.5 -0.6
H 1.6803 6.3285 3.6736 -0.8 -0.2 -0.4
H 0.7496 -3.9871 -0.9208 0.8 0.7 0.2
H -3.5375 1.7678 -0.4690 0.0 0.4 -0.3
N 4.0989 4.2626 -3.1248 0.9 0.4 5.2
H 6.9018 -3.2283 1.4504 0.3 -0.6 -0.6
N -0.7480 -4.8286 -1.5191 -2.4 -1.2 -0.7
H -1.1376 -8.1999 -1.2438 -0.1 -0.1 0.8
H 5.3058 -4.0952 4.5285 -0.6 -0.3 0.0
H 2.7691 -0.2424 1.4023 -0.2 0.0 0.1
H -7.6791 -0.3111 -0.3605 -0.4 0.3 -0.4
H -2.2950 -6.6923 0.7560 -0.3 -0.3 0.2
H 0.7302 -7.5074 0.1837 0.0 0.0 -0.2
H 5.3456 -4.0867 1.4025 -0.1 0.1 0.1
C -6.9269 4.5349 -3.9513 3.6 -1.1 -4.6
C -1.6356 -3.5907 0.5565 0.0 0.1 0.6
C 0.4903 -6.4577 0.0138 0.8 0.6 0.3
C 3.1149 -1.2753 4.0267 2.8 -2.7 0.5
H 5.9473 0.4728 3.3512 0.0 0.5 -0.4
H 1.3424 -7.4593 -2.0579 -0.3 -0.5 -0.4
C 4.1965 3.8722 -4.3398 2.3 -1.8 -4.5
H -2.9152 0.6241 3.4876 0.2 0.2 -0.2
H -1.2839 7.9734 -3.6192 -0.7 -0.1 0.4
H 7.6851 -1.8843 3.1071 0.3 0.1 -0.1
H 3.4703 4.9857 -2.8051 0.2 -0.3 -0.2
H 4.5245 -2.0273 5.6323 0.2 0.6 -0.2
H -1.5727 4.8568 -6.0186 -0.1 0.4 0.1
H -3.5767 -5.3170 -1.6954 0.1 -0.4 -0.2
N -1.3317 3.9709 -0.5758 3.1 4.4 -2.0
H -3.5260 -2.7524 -1.5990 0.0 -0.4 0.6
H 2.4849 0.7666 2.8703 -0.1 -0.3 0.0
H -8.4031 5.2536 -2.9275 0.1 0.5 0.4
H -1.2828 -4.2322 1.3639 0.2 -0.6 -0.4
H -7.2506 4.0131 -5.8890 -0.6 -0.1 0.2
H -2.3994 -3.3968 -2.7791 -0.2 -0.5 0.0
C 2.5517 6.5616 1.9171 -1.6 -0.1 -7.4
H -0.4973 4.2494 -0.0796 -0.3 0.2 -0.2
H 3.9533 -3.7504 3.2721 0.2 -1.0 0.0
H 2.7104 -0.5804 4.7626 0.1 0.3 -0.4
H -2.7896 5.3220 -4.8590 0.2 -0.5 -0.4
H -2.6202 6.7616 -3.4640 0.4 0.7 0.3
N -2.9352 2.4764 -0.8630 -1.3 -0.1 -1.0
C -1.3022 6.5888 -5.0087 0.6 1.9 1.1
H 4.8133 3.9375 -2.4891 -0.3 0.1 0.0
C -0.2912 -6.2509 -1.3233 0.4 1.1 1.0
H 4.4257 6.0350 2.1652 0.2 0.4 0.8
N -7.7762 0.6715 -0.1480 -0.8 -1.5 -3.5
H -2.0075 -7.1251 -2.2155 0.1 0.1 -0.4
H 0.0974 -7.0412 -3.3784 -0.4 -0.9 0.4
C -2.6796 -6.7452 -0.2625 1.4 1.3 -1.2
H 2.6477 5.1719 -4.8703 0.2 -0.3 0.1
N 1.5456 6.4994 2.6873 -6.9 0.8 3.2
C 3.2313 0.3277 2.2081 1.2 -0.4 -0.4
H 3.3022 4.1018 -6.0639 -0.1 0.4 0.1
O 0.2517 -3.8813 -1.7347 0.2 -0.6 0.6
C -1.9458 -4.2175 -0.8022 -1.0 -1.7 -0.2
H -8.4450 1.2666 -0.6156 0.2 -0.6 -0.4
C 5.7488 -2.6742 3.0229 -1.2 -0.3 1.5
H 5.5106 -0.1699 4.8010 -0.9 0.2 0.5
N -7.7877 2.1862 1.3831 -0.2 2.9 2.5
C 0.6486 -6.7373 -2.4885 -0.3 0.8 0.1
H 0.6101 6.4616 2.3085 0.2 0.3 0.2
H -0.9166 -2.7744 0.4877 0.0 0.1 -0.2
H 0.1106 -6.0772 0.9620 -1.2 -0.1 -0.2
H -1.8318 -2.2856 -1.6410 -0.1 0.4 0.1
O -6.9956 0.1011 1.8290 0.3 0.3 0.7
O 5.8272 -0.9040 1.3462 0.9 0.5 0.0
N 3.5493 6.2248 2.6299 5.7 -0.6 1.4
C -2.0618 3.0734 -0.0289 -1.7 -2.9 -0.7
C -2.5125 -3.1325 -1.7277 1.3 0.9 -0.6
H -3.5782 -7.3526 -0.3706 0.4 -0.5 0.3
C 3.8964 -2.3988 4.8226 0.0 -0.2 0.8
H 4.5827 1.2802 4.0805 0.0 -0.2 0.6
H 3.7277 1.1903 1.7636 0.4 -0.2 -0.2
C 4.1723 -0.6036 3.0612 -1.1 0.9 0.7
H 2.2998 -1.8410 3.5752 -0.1 0.5 -0.7
H 3.3392 6.4671 3.5876 2.0 -0.6 0.0
H 7.5332 -3.1747 4.2235 -0.4 -0.2 0.1
N 5.0621 -1.5555 2.2963 -2.7 -1.6 1.4
H -4.2337 -0.1009 3.6541 -0.3 -0.1 -0.1
O -3.6805 0.5667 4.0596 0.0 0.1 0.3
H -3.0915 2.9098 -1.7617 -0.5 -0.6 0.2
```
Positions in Å, forces in eV/Å.

=====

Entry 2:
ORCA calculation (ωB97M-V/def2-TZVPD) on a 7-piece molecular cluster, C24H65N3O9 overall in a non-equilibrium geometry.

Multiplicity: 1
HOMO-LUMO gap (eV): 8.88
LUMO energy (eV): 0.51
Relative energy (zero: lowest compared OMol25 entry of this formula, charge and spin) (kJ/mol): 0.00

The geometry in XYZ format:
```
101
Properties=species:S:1:pos:R:3:forces:R:3
H -1.3904 -1.5833 7.0514 0.0 0.0 -0.1
H -2.5492 0.2172 5.9162 0.0 0.2 0.2
C 1.1978 -3.2978 2.9292 0.2 -0.2 0.3
O -0.4363 3.4502 -3.0526 0.1 0.0 0.3
H 1.2260 -0.6134 -1.2317 0.0 -0.1 -0.6
H 3.6810 3.3213 -0.9530 0.0 0.0 0.0
H -0.6824 -4.2005 3.5031 0.4 -0.3 -0.1
H -2.4758 2.6862 -0.8713 -0.1 0.0 0.0
H 4.6523 -0.9617 4.3154 -0.1 0.1 -0.2
H 1.1362 -3.4003 -3.4277 0.0 0.0 -0.1
O -0.2541 -1.3140 0.4429 0.0 0.2 0.1
H 2.3435 0.5556 5.1495 0.0 -0.2 0.0
H 1.3025 -0.1238 1.0873 0.0 -0.2 0.1
C -2.5186 0.9544 -6.6678 0.2 0.3 -0.3
O -2.6360 -0.9123 -0.9987 0.2 0.5 -0.1
C -2.9796 3.1423 -1.7323 0.1 -0.3 0.6
H -0.0797 5.2386 -3.8951 0.0 0.0 0.0
C 0.2652 -0.0223 0.7659 -0.6 0.0 -0.5
O -2.2707 0.0367 -5.6375 0.2 0.2 0.1
C -0.8878 -2.7383 -3.0936 -0.3 0.4 -0.3
H -3.5463 1.3321 -6.6163 0.0 0.0 -0.1
H -2.6598 4.1804 -1.7723 0.0 0.1 -0.1
H -1.1430 1.3105 6.0524 0.0 0.0 0.1
H 0.7762 -2.8746 -1.7659 0.0 -0.1 -0.1
H -1.7906 4.7822 -3.9111 0.1 0.0 0.0
H -3.0995 -1.6596 -3.8280 -0.3 -0.3 -0.2
H 2.2782 -1.0679 4.3778 0.1 0.1 0.1
H -2.3438 -1.6757 -6.7848 0.1 0.1 0.1
C -2.8208 -1.2254 -5.8998 -0.3 -0.6 -0.5
H -4.0569 3.1019 -1.5607 0.0 0.1 0.1
H 4.7798 0.6889 4.9141 -0.2 0.1 -0.1
H -1.8203 1.7829 -6.5541 -0.1 0.1 0.1
N -3.2444 1.0363 -2.9718 0.4 0.2 0.1
H -0.1147 1.5990 2.1632 0.2 -0.2 0.0
H -4.2509 1.1167 -3.0715 0.0 0.0 0.0
H 2.2349 2.5612 -0.2300 0.1 -0.1 0.0
H 0.8161 -1.5120 7.2603 0.0 0.0 0.1
H 0.0246 -3.1965 4.7142 0.4 -0.2 0.0
C 5.0720 2.7168 2.7080 0.0 0.3 -0.5
H 0.4534 -5.3565 5.3069 -0.1 0.0 0.0
C -0.5649 0.6616 1.8168 -0.5 0.5 0.4
H 6.5969 -0.2173 3.4088 0.1 0.1 -0.1
N 6.1229 1.7733 3.0522 0.1 0.2 0.1
H -1.0926 -1.1858 -0.0530 0.3 0.0 0.3
H 5.4888 -0.0131 2.0527 -0.1 0.0 0.2
H 2.0968 -2.9321 3.4298 0.0 0.0 -0.1
C -3.8032 -1.7084 -0.9326 -0.6 0.8 -0.4
H -1.5571 0.9493 1.4517 0.1 -0.2 -0.2
H -2.8081 -3.0292 0.3908 -0.1 -0.1 0.1
C 4.3819 2.4621 1.3638 0.4 -1.0 0.3
H 0.6553 -2.4672 2.4810 0.2 0.0 -0.3
C -1.1411 2.2445 -3.1912 0.1 -0.4 -0.1
H -1.4158 -2.1625 -2.3147 0.0 -0.3 -0.2
H 2.3389 4.3198 -0.3295 0.1 0.0 0.0
O 0.4770 -0.7321 6.8160 0.8 -0.1 -0.2
C 2.3151 0.0132 4.1976 -0.4 0.2 0.1
H -0.7547 1.5503 -2.4418 0.0 0.3 -0.1
O 3.5094 3.5093 1.1024 -0.2 0.6 -0.1
C 0.7872 -0.4075 -2.2191 0.5 -0.4 0.1
H -0.6536 4.0000 -5.0403 0.0 0.0 0.1
H -1.1173 -0.0891 4.9841 0.1 0.0 0.2
H -3.8975 -1.1552 -6.1322 0.1 0.1 0.2
H -0.9452 1.8181 -4.1891 0.0 -0.1 0.1
H -4.5315 -1.2498 -0.2506 0.1 -0.1 0.1
H -2.7720 -0.1689 -1.6394 -0.2 -0.1 0.2
H -1.0622 -0.1655 8.0405 -0.2 0.1 -0.1
C -0.7670 4.4060 -4.0241 0.0 0.2 -0.2
C -2.6353 2.3819 -2.9873 -0.5 0.4 -0.7
C -1.4601 0.2735 5.9592 -0.3 -0.1 -0.6
H -2.8963 0.5128 -3.7728 -0.1 0.1 -0.1
C 5.7489 0.3714 3.0531 0.4 -0.2 -0.3
H 4.3108 2.7615 3.4890 0.1 -0.1 0.0
H 1.5192 -4.0150 2.1759 -0.2 0.0 -0.2
H -0.2985 -0.3301 -2.0813 0.1 -0.1 -0.1
H -4.3127 -3.6904 -0.3140 0.0 0.0 0.1
H -0.6961 -1.3497 -4.6053 0.1 0.1 0.2
H 5.1356 2.3432 0.5619 0.0 0.3 0.1
H -4.2955 -1.7173 -1.9173 0.1 -0.1 0.1
C 0.5862 -2.6758 -2.8322 0.8 0.1 0.6
H 5.5379 3.7055 2.6626 -0.1 0.0 0.0
C 0.2970 -3.9453 3.9439 -0.7 0.2 0.5
O 0.9412 -5.0863 4.5247 -0.1 0.3 -0.2
C -0.9031 -0.6006 7.0454 -0.3 -0.1 0.5
H 1.1774 0.5361 -2.5926 0.0 0.1 -0.1
O 1.1415 -1.4074 -3.1552 -0.2 0.1 -0.1
N -1.1743 -2.2193 -4.4206 -0.2 -0.6 -0.5
H -1.2084 -3.7829 -3.0551 -0.1 0.0 0.2
H 0.2708 0.5871 -0.1513 0.1 0.2 0.4
C 2.9213 3.4139 -0.1667 -0.3 0.1 -0.1
H 6.9317 1.9302 2.4657 0.0 -0.1 0.0
H -2.3235 0.5058 -7.6490 -0.2 0.0 0.0
C 4.6195 0.0975 3.9955 0.3 -0.6 0.6
H 3.8364 1.5040 1.3960 0.0 0.2 0.0
H -2.8495 -3.5796 -1.2836 0.0 0.0 0.1
C -2.5917 -2.1069 -4.7055 0.4 0.4 0.5
H 1.4003 0.3026 3.6834 0.0 0.0 0.0
C -3.4280 -3.0802 -0.5044 0.1 -0.8 0.1
H -3.0253 -3.0825 -4.9309 -0.1 -0.1 0.2
O 3.3971 0.3714 3.3774 -0.3 0.0 0.0
H -0.7235 -0.0003 2.6702 0.1 0.0 0.0
H -3.0252 2.9717 -3.8397 0.0 -0.3 0.1
```
Positions in Å, forces in eV/Å.